1) {
  "formula": "CH2NO3P",
  "method": "ωB97M-V/def2-TZVPD",
  "total_charge": -2,
  "gap_ha": 0.2845,
  "homo_energy_ha": -0.0275,
  "lumo_ev": 7.0,
  "species": ["C", "N", "O", "O", "O", "P", "H", "H"],
  "coordinates": [[-3.239, 0.108, 0.542], [-4.287, 0.192, 0.014], [1.083, -2.272, -0.162], [-2.200, 0.118, 1.181], [2.184, -0.896, 1.615], [0.966, -1.705, 1.232], [2.600, 1.975, -1.944], [2.893, 2.480, -2.477]],
  "nbo_charge": [0.606, -0.859, -1.185, -0.748, -1.199, 1.385, 0.054, -0.055]
}

---

2) {
  "formula": "CH2NO3P",
  "method": "ωB97M-V/def2-TZVPD",
  "total_charge": -2,
  "gap_ha": 0.2834,
  "homo_energy_ha": -0.0086,
  "lumo_ev": 7.5,
  "species": ["C", "N", "O", "O", "O", "P", "H", "H"],
  "coordinates": [[0.288, -0.811, 0.364], [-0.819, -0.845, 1.049], [4.065, 1.404, 0.132], [4.949, -0.764, -0.653], [1.153, -1.694, 0.293], [4.085, -0.082, 0.383], [0.480, 0.149, -0.260], [-1.350, 0.028, 0.935]],
  "nbo_charge": [0.447, -0.969, -1.202, -1.200, -0.759, 1.400, 0.002, 0.281]
}

---

3) {
  "formula": "CH2NO3P",
  "method": "ωB97M-V/def2-TZVPD",
  "total_charge": -2,
  "gap_ha": [0.2237, 0.2212],
  "homo_energy_ha": [0.0451, 0.0475],
  "lumo_ev": [7.3, 7.3],
  "species": ["C", "N", "O", "O", "O", "P", "H", "H"],
  "coordinates": [[-0.023, -0.782, 0.097], [0.194, 1.471, -0.125], [0.111, -3.641, 0.278], [1.346, -1.318, 0.088], [0.539, -2.455, 2.484], [0.314, -2.311, 0.981], [-0.439, -1.148, -0.845], [1.099, 1.392, 0.262]],
  "nbo_charge": [-0.285, -1.024, -1.201, -0.869, -1.186, 2.204, 0.120, 0.241]
}

---

Pick the most stable structure from those above. Pick: 1)